{
  "formula": "C5H8N2",
  "method": "wB97M-V/def2-TZVPD",
  "symbols": ["C", "C", "C", "N", "C", "N", "C", "H", "H", "H", "H", "H", "H", "H", "H"],
  "xyz": [[0.774074, 1.518181, -1.275776], [1.008288, 0.202561, -0.568589], [0.617648, -1.037480, -1.023735], [-0.227552, -1.589876, -0.071713], [-0.374769, -0.690747, 0.961417], [-1.546230, -0.583220, 1.721812], [0.529497, 0.306416, 0.771840], [-0.307610, 1.672408, -1.120822], [1.255051, 2.368309, -0.782784], [0.939617, 1.527580, -2.350078], [0.841455, -1.594912, -1.925994], [-0.871810, -2.335731, -0.272696], [-1.731739, -1.292329, 2.412933], [-1.568772, 0.339537, 2.139789], [0.662854, 1.189303, 1.384397]],
  "atomic_forces_ev_per_a": [[0.23, 0.20, -0.30], [-0.37, 0.02, 0.02], [-0.05, 0.10, -0.05], [-0.11, -0.03, 0.14], [0.10, 0.01, -0.01], [0.03, -0.22, 0.36], [-0.29, 0.06, 0.12], [0.32, 0.18, -0.33], [0.23, -0.15, -0.23], [0.32, 0.00, -0.04], [-0.22, 0.35, 0.02], [0.15, -0.02, 0.13], [0.11, -0.16, 0.14], [-0.15, -0.28, 0.07], [-0.30, -0.05, -0.04]],
  "multiplicity": 1,
  "e_lumo_ev": 0.99,
  "smiles": "Cc1c[nH]c(N)c1",
  "e_tot_ha": -304.77305,
  "gap_ev": 8.39,
  "largest_force_ev_per_a": 0.5,
  "de_lowest_kj_mol": 163.9
}